C7H12 | ωB97M-V with the def2-TZVPD basis set

For the HOMO energy, the calculation gives -7.80 eV. The calculation puts the total energy at -7447.754 eV. For the orbital gap, the calculation gives 7.59 eV.

Last column: Mulliken charge in e.
Geometry (Å):
C (2.9816, 1.1590, 0.3929)  -0.83
C (-1.5297, 0.6138, -1.5458)  -1.08
C (0.9631, -0.4471, 0.6329)  -0.39
C (-0.3942, -0.4658, 0.4944)  0.87
C (-1.1447, -1.6319, 0.9832)  -1.37
C (2.0156, 0.2871, 0.0301)  -0.26
C (-1.0901, 0.7239, -0.0755)  -0.51
H (3.3391, 1.2931, 1.4154)  0.31
H (-0.7153, 0.9283, -2.2004)  0.35
H (1.0807, -0.3759, -1.4189)  0.14
H (1.3159, -1.2846, 1.2699)  0.20
H (-1.9416, -0.3038, -1.9689)  0.29
H (-1.9262, 1.0384, 0.5491)  0.40
H (-2.2935, 1.3954, -1.6550)  0.35
H (-1.6063, -1.4196, 1.9719)  0.26
H (3.7132, 1.4337, -0.3653)  0.28
H (-0.4711, -2.4774, 1.1722)  0.37
H (-0.3422, 1.5247, -0.0021)  0.29
H (-1.9542, -1.9913, 0.3196)  0.32

C62H46O4P3S2SiV | ωB97M-V with the def2-TZVPD basis set

For the HOMO energy (spin up / spin down), the calculation gives -3.98 / -3.99 eV. The calculation puts the total energy at -156337.477 eV. As for the spin multiplicity: 2. For the orbital gap (spin up / spin down), the calculation gives 5.62 / 6.08 eV. Its net charge is -1.

Last column: Mulliken charge in e.
Geometry (Å):
V (-0.8770, 0.7771, 0.9288)  0.59
S (-3.5880, -0.2379, -1.7822)  -0.15
S (-1.4719, 2.2133, -0.6208)  -0.33
P (-2.8227, -0.5684, 1.1976)  2.71
P (1.3788, -0.6748, 2.0223)  2.05
P (1.7885, 1.2192, -1.9220)  1.99
Si (-0.3921, -0.9769, -0.6971)  -0.22
O (-2.0087, 2.9311, 3.0953)  -0.75
O (0.6440, 1.9868, 1.3319)  -0.04
O (0.8635, 3.6928, 2.8113)  -0.74
O (-1.0765, 0.8822, 2.7632)  -0.11
C (2.2735, -2.6279, 5.5950)  -0.59
C (1.9662, 2.9929, -2.4446)  0.59
C (-2.2791, -4.7616, -0.6118)  -0.87
C (-2.9316, 3.6589, -4.0115)  -0.83
C (4.6561, -1.0890, -3.8303)  -0.56
C (1.7384, 3.9758, -1.4813)  -0.53
C (-6.9902, 1.4060, 0.8614)  -0.71
C (-5.8308, 2.1674, 0.8265)  -0.88
C (2.9609, -3.4329, -1.3133)  -1.06
C (3.7680, 0.5969, 1.2117)  -0.95
C (-2.6585, -2.2558, 0.5156)  -0.04
C (1.0024, -3.1471, 3.1977)  -0.53
C (2.4956, 4.7524, -4.0221)  -0.85
C (-3.6387, -0.6492, 5.2639)  -0.77
C (2.1977, 5.7201, -3.0713)  -0.54
C (3.3642, 0.6041, -2.6789)  0.34
C (-4.4965, 0.1728, 1.0908)  0.35
C (1.6789, -3.8621, 5.3894)  -0.63
C (4.5435, 1.3339, -2.4968)  -0.85
C (-1.0855, 2.1959, 2.8409)  0.16
C (-2.0419, -2.3832, 4.8228)  -0.71
C (-6.9017, 0.0314, 1.0306)  -0.71
C (-3.8525, 2.7126, -4.4565)  -0.54
C (-3.3437, -4.5474, 0.2492)  -1.19
C (5.7497, 0.8799, -3.0092)  -0.71
C (1.8072, -2.6926, -1.4985)  -0.09
C (3.9739, 2.1413, 3.5059)  -1.14
C (-2.2598, 3.4409, -2.8267)  -0.74
C (-2.4547, 2.2710, -2.0806)  0.60
C (-4.0590, 1.5578, -3.7307)  -0.89
C (-1.5657, -2.4598, -0.3423)  0.41
C (3.4439, -0.6242, -3.3344)  -0.88
C (-3.5221, -3.2980, 0.8281)  -0.29
C (-3.3536, 1.2893, -2.5387)  0.90
C (3.6553, -3.3467, -0.1097)  -1.07
C (1.8458, 5.3266, -1.7889)  -0.55
C (4.9487, 2.2332, 2.5243)  -0.84
C (-0.1969, -0.0344, -5.3285)  -1.10
C (1.0484, -4.1221, 4.1784)  -0.72
C (-2.0768, -2.0607, 3.4743)  -0.18
C (0.2981, 2.7363, 2.3368)  0.34
C (2.8149, 0.4545, 2.2202)  0.74
C (-0.2371, -0.5933, -2.5796)  1.56
C (-0.9579, -1.0914, -4.8487)  -0.85
C (0.5875, 0.4305, -3.0851)  0.24
C (1.5863, -1.8915, 3.3993)  0.46
C (-2.9087, -1.0505, 2.9956)  0.77
C (4.8307, 1.4755, 1.3680)  -0.67
C (-5.6642, -0.5821, 1.1411)  -0.65
C (-4.5927, 1.5563, 0.9563)  -0.13
C (5.8097, -0.3349, -3.6816)  -0.67
C (2.2330, -1.6499, 4.6063)  -0.88
C (2.9083, 1.2707, 3.3478)  -0.36
C (2.0124, -1.7789, 0.7032)  -0.90
C (-0.9802, -1.3537, -3.4903)  -0.22
C (-2.8302, -1.6791, 5.7216)  -0.79
C (3.1893, -2.5136, 0.8896)  0.06
C (2.4012, 3.4052, -3.7065)  -0.31
C (-1.3855, -3.7321, -0.8830)  -0.13
C (-3.6830, -0.3407, 3.9114)  -0.92
C (1.2984, -1.8661, -0.4871)  0.23
C (0.5768, 0.7070, -4.4556)  -0.25
H (-4.4031, 2.8775, -5.3761)  0.35
H (1.2834, -2.7459, -2.4493)  0.76
H (-5.8892, 3.2412, 0.6989)  0.44
H (-7.9583, 1.8837, 0.7680)  0.35
H (-4.3080, 0.4735, 3.5693)  0.38
H (5.7840, 2.9118, 2.6474)  0.38
H (-4.7768, 0.8177, -4.0610)  0.43
H (1.4965, 3.6832, -0.4693)  0.21
H (6.7507, -0.6880, -4.0865)  0.37
H (4.6944, -2.0400, -4.3494)  0.42
H (-7.8039, -0.5661, 1.0840)  0.39
H (-4.0326, -5.3515, 0.4785)  0.36
H (4.5108, 2.2729, -1.9565)  0.62
H (-0.5350, -3.9217, -1.5287)  0.42
H (2.8206, 5.0466, -5.0137)  0.39
H (-2.7439, 4.5569, -4.5873)  0.39
H (4.0359, 2.7631, 4.3905)  0.38
H (-1.4462, -2.5941, 2.7770)  0.21
H (-1.5419, -1.7002, -5.5292)  0.34
H (1.7052, -4.6168, 6.1658)  0.35
H (2.1201, 1.2589, 4.0917)  0.64
H (-1.5475, 4.1757, -2.4653)  0.48
H (-4.3226, -3.1526, 1.5421)  0.37
H (1.6612, 6.0652, -1.0177)  0.46
H (2.7783, -2.4197, 6.5309)  0.44
H (-2.8045, -1.9246, 6.7768)  0.39
H (3.6760, 0.0340, 0.2938)  0.28
H (0.5943, -5.0895, 3.9976)  0.42
H (2.5461, -1.2136, -3.4683)  0.26
H (-1.6141, -2.1474, -3.1149)  0.27
H (3.7391, -2.4275, 1.8199)  0.55
H (1.1847, 1.5024, -4.8574)  0.07
H (3.3261, -4.0795, -2.1031)  0.42
H (-3.6984, 2.1622, 0.9593)  0.07
H (0.5228, -3.3621, 2.2486)  0.25
H (-4.2340, -0.0770, 5.9653)  0.42
H (2.7009, 2.6745, -4.4451)  0.31
H (4.5570, -3.9278, 0.0458)  0.39
H (-1.3965, -3.1803, 5.1713)  0.43
H (2.2654, 6.7715, -3.3239)  0.38
H (6.6434, 1.4823, -2.8950)  0.43
H (5.5623, 1.5695, 0.5744)  0.51
H (-2.1365, -5.7357, -1.0661)  0.43
H (2.7284, -0.7068, 4.7826)  0.40
H (-0.2019, 0.2109, -6.3847)  0.40
H (-5.6169, -1.6558, 1.2615)  0.09

C44H56IrN9O6S2Si | ωB97M-V with the def2-TZVPD basis set

For the HOMO energy (spin up / spin down), the calculation gives -9.23 / -9.23 eV. The calculation puts the total energy at -104616.251 eV. As for the spin multiplicity: 2. For the orbital gap (spin up / spin down), the calculation gives 6.08 / 2.65 eV. Its net charge is +1.

Last column: Mulliken charge in e.
Geometry (Å):
Ir (-0.3569, -0.2032, -0.2249)  3.93
S (-0.0802, -2.6435, -0.3131)  -0.65
S (0.6997, 8.6577, 1.9430)  1.15
Si (2.0115, -2.3994, -0.3288)  -0.92
O (2.7953, -3.0033, -1.5979)  0.42
O (2.7189, -2.9058, 1.0398)  1.03
O (1.8397, 9.3897, 1.4373)  -0.42
O (-0.4018, 9.4481, 2.4579)  -0.42
O (1.9818, -0.7374, -0.3018)  -0.77
O (1.0185, 7.4680, 2.7117)  -0.38
N (-1.6048, -1.3760, 2.4667)  0.11
N (-2.3704, -0.5896, -0.2458)  0.72
N (-0.3337, 6.6841, 0.4279)  -0.25
N (-0.3463, 8.8269, -0.5937)  -0.52
N (-1.2297, 1.9219, -0.2457)  0.31
N (-0.4926, -0.1433, -2.3291)  0.61
N (-0.2814, -1.1639, 2.4691)  0.12
N (0.2214, -0.0420, 1.8608)  -0.08
N (-1.6279, -0.2314, -3.0412)  0.13
C (-5.0113, 1.6180, 4.3271)  -1.63
C (3.5052, -4.1184, 2.9310)  -1.66
C (-4.7875, 1.2651, 1.8367)  -1.18
C (-5.0335, -2.4175, -1.9687)  -1.14
C (4.6502, -4.3274, 0.7214)  -1.52
C (2.3622, -5.3119, 1.0548)  -1.31
C (-0.6664, -3.0964, 3.4827)  -1.44
C (3.8433, -3.5520, -3.6462)  -1.83
C (2.4720, 2.3425, 3.8956)  -1.64
C (-4.6738, -2.2921, -3.3153)  0.37
C (1.5556, -2.5406, -3.6446)  -1.62
C (-1.2548, 6.9376, -1.7291)  -0.53
C (0.3387, 0.6116, -3.0347)  -0.44
C (0.3134, -2.1813, 3.0762)  0.44
C (-4.3330, 1.0169, 3.1315)  0.68
C (-5.4983, -2.9100, -4.4028)  -1.63
C (1.4028, 1.9178, 2.8892)  -0.91
C (-0.7957, 2.7086, 0.7477)  -1.97
C (3.3058, -4.1741, 1.4237)  1.58
C (-3.2297, 0.1779, 3.2755)  -0.50
C (-3.0950, -1.1134, -1.2768)  0.35
C (2.8094, 0.0821, 1.8169)  -0.64
C (4.3214, -0.0939, -0.1459)  -1.69
C (-0.0695, 7.9849, 0.4135)  0.19
C (-2.5958, -0.3868, 2.1835)  -0.48
C (-3.5085, -1.5892, -3.6144)  -0.78
C (-0.9253, 6.1583, -0.6383)  0.34
C (-1.6974, 3.8919, -1.5160)  -1.24
C (-4.1590, 0.7042, 0.7450)  0.20
C (-0.9338, 8.2907, -1.6534)  -0.43
C (2.8948, 0.2128, 0.3010)  1.61
C (-0.2651, 1.0270, -4.2262)  -1.49
C (1.4840, 0.4244, 2.5188)  0.01
C (-0.7056, 4.0728, 0.6442)  -0.80
C (-1.8582, -2.5597, 3.0831)  -0.46
C (-1.7067, 2.5240, -1.3438)  -0.82
C (-4.2652, -1.8530, -0.9847)  -0.06
C (-3.0414, -0.1266, 0.8889)  -1.06
C (2.5052, -3.4894, -2.9286)  2.01
C (-1.5183, 0.4734, -4.1956)  -0.43
C (1.8926, -4.8778, -2.8113)  -1.73
C (2.5088, 1.5945, -0.2083)  -2.00
C (-1.1304, 4.6977, -0.5274)  1.09
C (-2.7327, -1.0030, -2.6342)  -0.20
H (0.9759, -4.8382, -2.2187)  0.27
H (1.3565, -5.1042, 1.4290)  0.25
H (3.7098, -3.9319, -4.6596)  0.42
H (2.5453, -4.1385, 3.4524)  0.31
H (-3.2032, -1.5067, -4.6497)  0.60
H (2.3096, -5.4299, -0.0295)  0.09
H (0.5892, -2.5190, -3.1382)  0.22
H (4.0888, -4.9793, 3.2566)  0.54
H (4.5248, -4.1915, -0.3522)  0.08
H (2.5962, -5.5590, -2.3303)  0.35
H (4.6520, -1.0570, 0.2497)  0.12
H (-4.5359, -1.9792, 0.0550)  0.56
H (3.0790, -0.9449, 2.0615)  -0.73
H (-2.8674, -0.0692, 4.2668)  0.45
H (5.3561, -3.5791, 1.0874)  0.35
H (3.5872, 0.7198, 2.2366)  0.81
H (0.4275, 2.0854, 3.3530)  0.58
H (4.5245, -4.2151, -3.1118)  0.36
H (-4.5088, 0.9182, -0.2575)  0.62
H (-4.6231, 2.6218, 4.5139)  0.28
H (-6.0845, 1.7014, 4.1639)  0.41
H (1.3293, 0.8197, -2.6642)  0.42
H (-5.1581, -3.9297, -4.5996)  0.30
H (1.3851, -2.2552, 3.1292)  0.54
H (-0.2990, 4.6801, 1.4450)  0.74
H (-1.7392, 6.5321, -2.6088)  0.42
H (4.2938, -2.5598, -3.6988)  0.37
H (1.4705, 2.5471, 2.0042)  -0.10
H (2.2772, 3.3592, 4.2338)  0.48
H (-6.5470, -2.9603, -4.1146)  0.40
H (2.4705, 1.6818, 4.7660)  0.35
H (-2.8660, -2.9258, 3.1797)  0.56
H (-5.4137, -2.3460, -5.3305)  0.38
H (-0.4996, -4.0317, 3.9871)  0.51
H (3.4747, 2.3383, 3.4676)  0.33
H (-0.5142, 2.1936, 1.6478)  1.13
H (-5.9238, -2.9725, -1.7016)  0.41
H (-1.1501, 8.9675, -2.4729)  0.43
H (-2.1280, 1.8827, -2.1080)  0.38
H (1.6570, -5.2723, -3.8004)  0.51
H (4.9966, 0.6845, 0.2070)  0.47
H (2.7158, -6.2466, 1.4901)  0.56
H (4.0449, -3.2113, 3.2093)  0.28
H (2.8109, 1.7085, -1.2514)  0.39
H (1.4082, -2.8658, -4.6751)  0.65
H (1.9707, -1.5302, -3.6498)  0.28
H (-4.8348, 1.0219, 5.2208)  0.39
H (-5.6399, 1.9160, 1.6865)  0.44
H (3.0046, 2.3698, 0.3744)  0.43
H (0.1590, 1.6476, -4.9962)  0.57
H (-2.1346, 4.3130, -2.4109)  0.43
H (5.0643, -5.3190, 0.9073)  0.51
H (4.3673, -0.1365, -1.2357)  0.36
H (1.4288, 1.7485, -0.1409)  0.40
H (1.5198, -0.0878, 3.4830)  1.11
H (-2.3348, 0.5570, -4.8918)  0.54

C17H26Cl4N2O3S2V | ωB97M-V with the def2-TZVPD basis set

For the HOMO energy (spin up / spin down), the calculation gives -10.54 / -10.55 eV. The calculation puts the total energy at -124618.120 eV. As for the spin multiplicity: 3. For the orbital gap (spin up / spin down), the calculation gives 7.34 / 7.89 eV. Its net charge is +1.

Last column: Mulliken charge in e.
Geometry (Å):
V (-0.3601, -0.3988, -1.6585)  0.67
Cl (-5.5366, -2.3671, -5.1535)  -0.17
Cl (-6.0199, 0.7000, -4.7724)  -0.18
Cl (-4.0156, 2.3726, -3.0008)  -0.18
Cl (-3.0585, -3.7307, -3.7484)  -0.18
S (0.2241, -0.7054, 0.6441)  -0.14
S (1.4301, -1.1403, -4.1852)  0.52
O (-1.4751, -1.8338, -2.0939)  -0.90
O (1.2523, -0.4641, -2.8051)  -0.73
O (-1.8322, 0.7077, -1.8262)  -0.65
N (2.0670, 1.1536, 1.2418)  -0.11
N (-0.0616, 1.9376, 1.0398)  -0.07
C (-2.5516, -1.3185, -2.7259)  0.43
C (-2.2296, 1.7855, 3.4600)  -0.61
C (-3.8195, 0.6759, -3.2151)  -0.15
C (2.8561, -0.0284, 3.9191)  0.15
C (-1.5317, 1.9240, 0.9778)  -0.53
C (3.8000, 0.2795, 2.7572)  -0.86
C (-4.6937, -0.0691, -3.9997)  0.40
C (2.3366, -1.4641, 3.9188)  -1.05
C (-2.7552, 0.0574, -2.5754)  0.54
C (-4.4810, -1.4405, -4.1675)  0.16
C (-3.4029, -2.0542, -3.5404)  0.21
C (0.7832, 0.9169, 0.9906)  0.60
C (3.1569, 0.1831, 1.3763)  -0.73
C (1.2114, -2.8845, -3.8681)  -0.79
C (3.1963, -1.0964, -4.4018)  -1.03
C (-2.1452, 2.6279, 2.1866)  -0.98
C (-0.8910, 1.2847, 4.0013)  -0.75
H (-3.1538, 2.9328, 1.9040)  0.37
H (-0.1741, 2.1034, 4.1101)  0.26
H (1.8933, -3.1837, -3.0732)  0.31
H (1.7269, -1.6803, 3.0393)  0.21
H (4.6406, -0.4183, 2.7736)  0.35
H (-1.5918, 3.5531, 2.3884)  0.36
H (1.4106, -3.4293, -4.7903)  0.44
H (4.2250, 1.2809, 2.8813)  0.36
H (-0.4583, 0.5169, 3.3567)  0.04
H (0.1723, -3.0316, -3.5687)  0.21
H (-2.7192, 2.3872, 4.2276)  0.39
H (2.7470, -0.8054, 1.1941)  0.45
H (1.7198, -1.6473, 4.7981)  0.35
H (2.0136, 0.6690, 3.9105)  -0.13
H (-1.8357, 2.4138, 0.0541)  0.31
H (3.1661, -2.1733, 3.9392)  0.37
H (0.3256, 2.8406, 1.2819)  0.25
H (-2.8817, 0.9289, 3.2701)  0.33
H (3.4857, -0.0533, -4.5103)  0.38
H (-1.0272, 0.8359, 4.9850)  0.43
H (3.3977, 0.1559, 4.8484)  0.36
H (-1.8618, 0.8901, 0.9223)  0.38
H (3.9038, 0.3934, 0.6091)  0.32
H (2.3126, 2.0977, 1.5108)  0.26
H (3.6697, -1.5406, -3.5279)  0.33
H (3.4404, -1.6468, -5.3093)  0.43